Record 1
{"formula": "C3H6N2O", "method": "wB97M-V/def2-TZVPD", "multiplicity": 1, "e_lumo_ha": 0.033, "smiles": "OC1=NCCN1", "total_charge": 0, "max_force_ev_per_a": 2.61, "total_energy_ev": -8234.9828, "de_lowest_ev": 1.7159, "elements": ["O", "C", "N", "C", "C", "N", "H", "H", "H", "H", "H", "H"], "coordinates": [[2.3967, 0.2391, -0.5275], [1.1273, 0.0090, -0.2484], [0.4768, 1.1181, -0.1731], [-0.9139, 0.7983, -0.0650], [-0.8963, -0.6779, 0.3971], [0.4061, -1.1439, -0.1226], [2.0383, 1.2477, -0.5615], [-1.3935, 0.9103, -1.0479], [-1.4143, 1.4628, 0.6422], [-0.9213, -0.7327, 1.4931], [-1.7198, -1.2575, -0.0176], [0.8232, -1.9929, 0.2332]], "forces_ev_per_angstrom": [[-0.3, 0.8, 0.0], [-0.7, 0.6, 0.1], [-0.6, 0.0, 0.1], [-0.5, -0.2, 0.1], [-0.3, -0.1, 0.1], [0.2, 0.1, 0.0], [2.4, -1.1, -0.3], [-0.1, -0.1, 0.2], [-0.1, -0.2, 0.0], [0.0, -0.1, -0.1], [0.1, -0.1, 0.1], [0.0, 0.3, 0.0]]}

=====

Record 2
{"formula": "C3H6N2O", "method": "wB97M-V/def2-TZVPD", "multiplicity": 1, "e_lumo_ha": 0.033, "smiles": "C/N=C\\NC=O", "total_charge": 0, "max_force_ev_per_a": 0.50, "total_energy_ev": -8235.4090, "de_lowest_ev": 1.2897, "elements": ["C", "N", "C", "N", "C", "O", "H", "H", "H", "H", "H", "H"], "coordinates": [[0.6613, -0.9670, -1.4586], [-0.6979, -0.4977, -1.2757], [-1.0082, 0.2819, -0.3328], [-0.1264, 0.8730, 0.6124], [-0.1851, 0.6796, 1.9737], [0.6943, 1.0496, 2.7196], [1.3411, -0.7622, -0.6215], [0.6320, -2.0493, -1.6246], [1.0718, -0.5277, -2.3741], [-2.0615, 0.5593, -0.2327], [0.7718, 1.2198, 0.2954], [-1.0931, 0.1406, 2.3189]], "forces_ev_per_angstrom": [[0.1, 0.0, 0.0], [-0.1, 0.2, 0.2], [-0.1, -0.3, -0.2], [0.2, -0.1, 0.1], [0.2, 0.1, 0.0], [-0.4, -0.2, -0.2], [-0.1, 0.0, -0.1], [0.0, 0.2, 0.0], [0.0, 0.0, 0.1], [0.2, 0.0, 0.1], [-0.1, -0.1, 0.0], [0.2, 0.2, -0.1]]}

=====

Record 3
{"formula": "C3H6N2O", "method": "wB97M-V/def2-TZVPD", "multiplicity": 1, "e_lumo_ha": 0.035, "smiles": "NC(=O)[C@H]1CN1", "total_charge": 0, "max_force_ev_per_a": 3.28, "total_energy_ev": -8232.2544, "de_lowest_ev": 4.4444, "elements": ["N", "C", "O", "C", "C", "N", "H", "H", "H", "H", "H", "H"], "coordinates": [[1.8650, 0.0524, -0.0627], [0.6865, 0.6264, 0.2135], [0.4256, 1.8100, -0.0170], [-0.4738, -0.1498, 0.6931], [-1.2598, -0.1021, -0.6463], [-1.0100, -1.3433, 0.1681], [2.4982, 0.5260, -0.6879], [1.9716, -0.9341, 0.0828], [-1.0315, 0.3533, 1.4929], [-0.6400, -0.2437, -1.5308], [-1.2699, 1.0865, -0.4648], [-1.7620, -1.6815, 0.7591]], "forces_ev_per_angstrom": [[0.3, -0.3, -0.1], [0.4, 0.6, -0.1], [0.9, 0.0, 0.4], [0.5, 0.1, 0.4], [0.6, 1.1, -0.4], [-0.6, 0.6, 0.0], [0.0, 0.0, 0.1], [0.0, -0.1, 0.0], [0.3, -0.1, -0.3], [0.2, 0.2, 0.2], [-2.5, -2.1, -0.3], [-0.1, 0.1, 0.0]]}

=====

Record 4
{"formula": "C3H6N2O", "method": "wB97M-V/def2-TZVPD", "multiplicity": 1, "e_lumo_ha": 0.030, "smiles": "NC(N)=O.C#C", "total_charge": 0, "max_force_ev_per_a": 0.62, "total_energy_ev": -8234.7503, "de_lowest_ev": 1.9484, "elements": ["N", "C", "N", "O", "H", "H", "H", "H", "C", "C", "H", "H"], "coordinates": [[1.3675, 0.1845, 1.0604], [0.4779, 1.1422, 0.6482], [-0.8367, 0.8281, 0.8902], [0.8244, 2.1724, 0.1174], [2.3327, 0.4657, 1.0976], [1.0785, -0.5240, 1.7115], [-1.5078, 1.4026, 0.4067], [-1.0930, -0.1384, 0.9998], [-0.2831, -0.9246, -1.7909], [-1.0377, -1.8428, -1.6737], [0.3740, -0.1101, -1.8825], [-1.6968, -2.6556, -1.5849]], "forces_ev_per_angstrom": [[0.2, -0.2, 0.1], [-0.2, -0.3, 0.2], [-0.2, 0.0, 0.1], [0.1, 0.4, -0.3], [-0.1, 0.0, 0.0], [0.0, 0.0, 0.0], [0.1, 0.0, 0.0], [0.0, 0.0, -0.1], [-0.3, -0.3, 0.0], [0.2, 0.2, -0.1], [0.4, 0.5, -0.1], [-0.3, -0.4, 0.0]]}

=====

Record 5
{"formula": "C3H6N2O", "method": "wB97M-V/def2-TZVPD", "multiplicity": 1, "e_lumo_ha": 0.029, "total_charge": 0, "max_force_ev_per_a": 4.80, "total_energy_ev": -8230.0178, "de_lowest_ev": 6.6810, "elements": ["C", "C", "C", "H", "H", "H", "H", "H", "H", "N", "N", "O"], "coordinates": [[-0.7231, 0.6710, 0.1552], [1.4152, -0.4876, 0.3485], [2.6801, -0.2904, -0.2616], [-2.9045, -0.8326, -1.1031], [-3.3862, 0.6736, 0.1325], [-0.9692, 1.6835, 0.3461], [0.8431, -1.0996, 1.3722], [2.7511, 0.7539, -0.8716], [3.6872, -0.9677, -0.1239], [-2.7430, -0.4291, -0.0462], [-1.3957, -0.3491, 0.0047], [0.7450, 0.6741, 0.0470]], "forces_ev_per_angstrom": [[3.5, 0.2, 0.0], [2.5, 0.8, 1.0], [0.1, -1.1, 1.1], [-0.1, 1.5, 3.5], [2.6, -3.9, -1.1], [-0.8, 0.9, 0.0], [2.3, 1.3, -3.8], [-0.1, -3.0, 1.4], [-3.0, 1.8, -0.3], [-3.5, 2.1, -2.2], [1.0, -0.6, -0.6], [-4.4, -0.1, 1.0]]}

=====

Record 6
{"formula": "C3H6N2O", "method": "wB97M-V/def2-TZVPD", "multiplicity": 1, "e_lumo_ha": 0.010, "smiles": "[H]/N=C/CCN=O", "total_charge": 0, "max_force_ev_per_a": 4.78, "total_energy_ev": -8232.0381, "de_lowest_ev": 4.6607, "elements": ["H", "N", "C", "C", "C", "N", "O", "H", "H", "H", "H", "H"], "coordinates": [[1.5611, -2.4284, 0.1379], [1.0418, -1.5706, 0.2443], [1.2750, -0.5485, -0.4518], [0.4986, 0.6941, -0.2445], [-0.8407, 0.5810, 0.5451], [-1.9008, 0.3477, -0.3070], [-2.7441, -0.5101, -0.0747], [1.9867, -0.3764, -1.1286], [0.1707, 0.9298, -1.2208], [0.9573, 1.4955, 0.2503], [-0.8556, -0.1834, 1.4207], [-1.1500, 1.5693, 0.8292]], "forces_ev_per_angstrom": [[0.6, 0.1, -0.6], [-0.7, 0.0, 0.4], [-2.1, -0.7, 3.7], [-2.8, -1.0, 0.9], [1.3, -2.3, 2.7], [-3.4, -1.6, -3.0], [1.8, 1.3, 0.5], [3.2, -0.1, -3.0], [-0.1, 1.1, -1.3], [1.6, 1.0, 0.1], [0.3, 1.4, -1.2], [0.3, 0.8, 0.8]]}